Record 1
C30H75IN5O10 | ωB97M-V/def2-TZVPD

Cartesian coordinates (Å):
I (-0.7727, -1.3094, 0.1802)
C (0.1333, 0.3266, -1.7798)
O (1.0603, 1.1216, -2.4288)
C (1.1853, 2.2146, -1.5148)
C (2.2453, 3.2176, -2.1338)
N (2.6593, 4.2176, -1.1138)
C (3.4393, 5.3156, -1.7028)
C (4.1113, 6.0526, -0.5308)
O (5.1283, 6.8256, -1.0258)
C (5.8713, 7.7656, -0.2168)
H (0.5103, -0.4064, -1.0448)
H (0.1623, -0.4424, -2.6508)
H (-0.8387, 0.6126, -1.6248)
H (1.6663, 2.0136, -0.5078)
H (0.0573, 2.7156, -1.2158)
H (1.8233, 3.6556, -3.0708)
H (3.0723, 2.5046, -2.7008)
H (3.0793, 3.8736, -0.1958)
H (2.8673, 6.1276, -2.1928)
H (4.2783, 4.9586, -2.4558)
H (4.5303, 5.3966, 0.1232)
H (3.3733, 6.4356, 0.0302)
H (5.2883, 8.5206, 0.2582)
H (6.7263, 8.2776, -0.7558)
H (6.1703, 7.1886, 0.6002)
C (0.9223, 5.3666, 1.5742)
O (1.0863, 3.9926, 1.9282)
C (-0.1777, 3.3026, 2.0812)
C (0.0583, 1.8346, 2.3742)
N (-1.0477, 1.2366, 2.9932)
C (-0.7537, 0.1596, 3.9132)
C (-2.0027, -0.2524, 4.6962)
O (-1.6937, -1.2104, 5.6782)
C (-2.8357, -1.6804, 6.3752)
H (0.3983, 5.7396, 2.5442)
H (0.3453, 5.5366, 0.7922)
H (1.7713, 6.0766, 1.5432)
H (-0.5927, 3.5456, 1.2562)
H (-0.7507, 3.8326, 2.9052)
H (0.9293, 1.8326, 3.0502)
H (0.4063, 1.2346, 1.4742)
H (-1.5987, 0.6316, 2.2792)
H (-0.0677, 0.4396, 4.6792)
H (-0.3317, -0.4654, 3.3432)
H (-2.8827, -0.7794, 4.0842)
H (-2.3657, 0.6206, 5.2452)
H (-2.7137, -2.4694, 7.0332)
H (-3.7227, -1.9564, 5.7752)
H (-3.2757, -0.8734, 6.8542)
C (0.2663, 2.5606, -4.9928)
O (-0.7217, 3.6696, -4.8728)
C (-1.6867, 3.5356, -3.8458)
C (-1.3057, 3.1456, -2.4598)
N (-2.5447, 2.9496, -1.6578)
C (-2.1577, 2.8076, -0.2718)
C (-3.4447, 2.7456, 0.6152)
O (-3.0647, 2.4286, 1.9492)
C (-2.7587, 1.1706, 2.1922)
H (-0.3557, 1.7106, -5.1188)
H (0.9213, 2.3646, -4.1998)
H (0.8353, 2.4936, -5.8508)
H (-2.4747, 2.7756, -4.1098)
H (-2.3647, 4.3886, -4.1298)
H (-0.8557, 3.8096, -1.7438)
H (-0.7177, 2.1326, -2.6008)
H (-3.0337, 2.1346, -1.8148)
H (-1.4837, 3.4836, 0.2412)
H (-1.7507, 1.9006, -0.1068)
H (-4.2267, 1.9896, 0.2892)
H (-3.9047, 3.6906, 0.5072)
H (-3.6307, 0.4956, 1.8122)
H (-2.5437, 0.8366, 3.2222)
H (-1.9297, 0.9546, 1.7312)
C (-3.8307, -7.5254, -0.5238)
O (-2.5007, -6.9324, -0.1808)
C (-2.5867, -6.0024, 0.7312)
C (-1.1177, -5.9024, 1.1422)
N (-0.8747, -4.8304, 2.1232)
C (0.4293, -4.6224, 2.3382)
C (0.5683, -3.2934, 3.1242)
O (1.9693, -3.2954, 3.5082)
C (2.1923, -2.0314, 4.2492)
H (-4.6347, -6.7394, -0.7468)
H (-4.0967, -8.0504, -1.4888)
H (-4.4087, -8.1274, 0.0692)
H (-3.4647, -6.1584, 1.5802)
H (-2.9127, -5.1104, 0.2652)
H (-0.5607, -5.7834, 0.3162)
H (-0.8027, -6.8434, 1.5732)
H (-1.2677, -4.0824, 1.7502)
H (0.9573, -4.5594, 1.2532)
H (0.9143, -5.3744, 2.8422)
H (-0.0677, -3.3214, 4.0862)
H (0.2583, -2.6104, 2.3112)
H (3.2843, -2.0964, 4.4582)
H (1.5823, -1.8994, 5.2202)
H (2.0333, -1.1994, 3.5862)
C (3.3653, 0.0296, -2.5568)
O (3.3653, -1.3144, -2.0218)
C (2.0253, -1.7594, -1.6968)
C (2.0723, -3.2214, -1.3038)
N (0.8013, -3.7574, -1.2448)
C (0.2843, -4.1064, -2.6738)
C (-0.9077, -5.0424, -2.9648)
O (-1.1007, -4.9394, -4.2648)
C (-2.4097, -5.3994, -4.6688)
H (2.8593, -0.0584, -3.5228)
H (4.4973, 0.2446, -2.5488)
H (2.7003, 0.5466, -1.8538)
H (1.5813, -1.7134, -2.6178)
H (1.5583, -1.2704, -1.0808)
H (2.5843, -3.2244, -0.2158)
H (2.7033, -4.1274, -1.6398)
H (0.2513, -2.9994, -0.6828)
H (1.2493, -4.3814, -3.2358)
H (0.1013, -3.3894, -3.2958)
H (-1.8897, -4.5604, -2.4218)
H (-0.7407, -5.9644, -2.5808)
H (-2.4497, -6.5044, -4.2718)
H (-2.4337, -5.1634, -5.6818)
H (-3.1237, -4.5804, -4.1328)

Computed properties:
- gap between HOMO and LUMO (eV) = 6.90
- charge = -1

---

Record 2
C30H75N5O10 | ωB97M-V/def2-TZVPD

Cartesian coordinates (Å):
C (0.2966, -2.6196, -4.2405)
O (-0.9899, -2.1089, -4.4416)
C (-1.0841, -1.3126, -5.5854)
C (-2.4473, -0.6720, -5.7025)
N (-2.4558, 0.6871, -5.1020)
C (-3.6161, 1.4506, -5.6149)
C (-3.5929, 2.8639, -5.0578)
O (-4.3711, 2.8494, -3.8505)
C (-4.1217, 3.9350, -3.0110)
H (0.6326, -3.2977, -5.0382)
H (0.3493, -3.1457, -3.2915)
H (1.0053, -1.7751, -4.2721)
H (-0.7902, -1.8424, -6.5023)
H (-0.3434, -0.5024, -5.4777)
H (-3.2233, -1.2766, -5.2276)
H (-2.6185, -0.4834, -6.7623)
H (-2.6486, 0.6269, -4.1025)
H (-4.5484, 1.0140, -5.2339)
H (-3.6030, 1.4545, -6.7034)
H (-4.0251, 3.6247, -5.7146)
H (-2.5592, 3.1320, -4.8135)
H (-4.4626, 3.6807, -2.0060)
H (-4.6064, 4.8655, -3.3291)
H (-3.0446, 4.1384, -2.9125)
C (1.5893, -0.6174, 1.3593)
O (0.3481, -0.7792, 0.7387)
C (0.4436, -0.7413, -0.6621)
C (-0.9204, -0.9874, -1.2560)
N (-1.9864, -0.0982, -0.8416)
C (-1.6955, 1.3287, -1.0426)
C (-1.1190, 2.0244, 0.1641)
O (-1.9275, 1.7316, 1.2831)
C (-1.3226, 2.1082, 2.4838)
H (1.4964, -0.7215, 2.4434)
H (2.0631, 0.3685, 1.2562)
H (2.2793, -1.4036, 1.0223)
H (1.2078, -1.4574, -1.0165)
H (0.8809, 0.1932, -1.0617)
H (-1.2225, -2.0320, -1.1217)
H (-0.8848, -0.9437, -2.3512)
H (-2.2264, -0.1865, 0.1403)
H (-2.6375, 1.8025, -1.3322)
H (-1.0082, 1.4372, -1.8864)
H (-1.0802, 3.1148, 0.0243)
H (-0.1111, 1.6570, 0.3955)
H (-1.1609, 3.1949, 2.5137)
H (-0.3766, 1.5990, 2.7085)
H (-2.0181, 1.8449, 3.2828)
C (3.2610, -4.4887, 2.1065)
O (4.5931, -4.0822, 1.8883)
C (4.7998, -3.8725, 0.4887)
C (5.9647, -2.9700, 0.2403)
N (5.7161, -1.6147, 0.6521)
C (6.8859, -0.7565, 0.5998)
C (6.5981, 0.6075, 1.1855)
O (6.6734, 0.7089, 2.5984)
C (5.7761, -0.0161, 3.3718)
H (3.0631, -4.5148, 3.1817)
H (3.1299, -5.5175, 1.7518)
H (2.4940, -3.8130, 1.7186)
H (3.9313, -3.3982, 0.0115)
H (4.9591, -4.8724, 0.0725)
H (6.2548, -3.0116, -0.8135)
H (6.8394, -3.3959, 0.7773)
H (5.2546, -1.5813, 1.5475)
H (7.1894, -0.5905, -0.4344)
H (7.6963, -1.1887, 1.2068)
H (5.6741, 1.0596, 0.8060)
H (7.4070, 1.2903, 0.9077)
H (4.7768, -0.0831, 2.9042)
H (5.6024, 0.4910, 4.3204)
H (6.0474, -1.0646, 3.5557)
C (-8.3779, -5.0914, -5.2701)
O (-7.4219, -4.2408, -4.6614)
C (-6.0652, -4.6268, -4.8881)
C (-5.2028, -3.5089, -4.4055)
N (-5.2922, -3.3668, -2.9774)
C (-4.4075, -2.4143, -2.3400)
C (-4.8279, -0.9823, -2.4988)
O (-6.0654, -0.7699, -1.8745)
C (-6.5230, 0.5528, -1.9930)
H (-9.2103, -4.4660, -5.5823)
H (-8.7178, -5.8069, -4.5120)
H (-7.9624, -5.6584, -6.1059)
H (-5.9280, -4.8414, -5.9524)
H (-5.8603, -5.5158, -4.2783)
H (-5.3502, -2.5832, -4.9905)
H (-4.1522, -3.7574, -4.6337)
H (-6.2469, -3.1859, -2.6903)
H (-3.3861, -2.5853, -2.6988)
H (-4.3147, -2.6466, -1.2741)
H (-4.8917, -0.6369, -3.5530)
H (-4.0396, -0.2870, -2.1644)
H (-7.6053, 0.5625, -1.8511)
H (-6.3504, 0.9504, -2.9989)
H (-6.0581, 1.1751, -1.2216)
C (2.5877, 3.4089, 2.3891)
O (2.5801, 2.3666, 3.3420)
C (2.8714, 2.8923, 4.6111)
C (2.8652, 1.7947, 5.6807)
N (3.5161, 2.1671, 6.9297)
C (3.3946, 3.5025, 7.4041)
C (4.1646, 3.7220, 8.6918)
O (3.9316, 5.0336, 9.1287)
C (4.3126, 5.2262, 10.4715)
H (2.0148, 4.2987, 2.6598)
H (2.1724, 2.9791, 1.4748)
H (3.6197, 3.7003, 2.1569)
H (2.1232, 3.6294, 4.9265)
H (3.8777, 3.3274, 4.7047)
H (3.3277, 0.8750, 5.3170)
H (1.8340, 1.4982, 5.9194)
H (4.4161, 1.7422, 7.0768)
H (2.3497, 3.8083, 7.5667)
H (3.7118, 4.2832, 6.6890)
H (5.2389, 3.6089, 8.4681)
H (3.8611, 2.9754, 9.4369)
H (4.1924, 6.2753, 10.7286)
H (5.3435, 4.8957, 10.6248)
H (3.6206, 4.6725, 11.1207)

Computed properties:
- structure (SMILES) = COCCNCCOC.COCCNCCOC.COCCNCCOC.COCCNCCOC.COCCNCCOC
- gap between HOMO and LUMO (eV) = 8.78

---

The lowest gap between HOMO and LUMO belongs to which entry?
C30H75IN5O10

---

The highest gap between HOMO and LUMO belongs to which entry?
C30H75N5O10